Computed, not measured: C35H35BBrF5N5PRuS2Si as an isolated structure, with ωB97M-V/def2-TZVPD.

maximum force = 0.0148 Eh/bohr
total charge = +2
gap between HOMO and LUMO (alpha / beta) = 5.222 / 3.954 eV
HOMO level (alpha / beta) = -0.4597 / -0.4368 hartree

Geometry (Å):
Ru 0.926 -0.639 0.022
F -0.385 1.199 6.519
C -0.382 1.223 5.207
C -0.586 2.414 4.529
F -0.789 3.524 5.203
C -0.582 2.432 3.140
F -0.814 3.588 2.534
C -0.356 1.280 2.402
P -0.474 1.192 0.582
C -2.246 1.094 0.366
C -2.997 2.262 0.496
C -4.378 2.165 0.589
C -4.994 0.921 0.588
C -4.239 -0.238 0.466
C -2.864 -0.156 0.340
C 0.290 2.649 -0.102
C -0.235 3.262 -1.239
C 0.429 4.350 -1.785
C 1.605 4.812 -1.209
C 2.137 4.187 -0.087
C 1.488 3.099 0.465
C -0.161 0.104 3.115
Br 0.111 -1.542 2.188
C -0.173 0.051 4.490
F 0.018 -1.093 5.132
H -2.518 3.231 0.539
H -4.970 3.066 0.687
H -6.070 0.854 0.688
H -4.724 -1.205 0.461
H -2.276 -1.059 0.227
H -1.139 2.880 -1.698
H 0.023 4.839 -2.661
H 2.111 5.669 -1.637
H 3.054 4.552 0.358
H 1.897 2.616 1.347
C 3.978 -3.038 -0.070
Si 3.874 -1.664 1.174
C 5.589 -1.044 1.536
C 3.181 -2.216 2.814
N 2.757 -0.427 0.345
C 3.350 0.547 -0.543
C 4.544 1.232 -0.329
C 5.002 2.139 -1.276
C 4.299 2.391 -2.445
C 3.086 1.753 -2.669
C 2.674 0.883 -1.702
F 1.425 0.278 -1.839
H 4.586 -3.854 0.330
H 4.463 -2.690 -0.986
H 3.005 -3.446 -0.350
H 6.065 -1.873 2.070
H 5.627 -0.179 2.202
H 6.188 -0.848 0.648
H 4.036 -2.639 3.349
H 2.425 -3.000 2.764
H 2.799 -1.397 3.427
H 5.110 1.088 0.576
H 5.934 2.657 -1.088
H 4.680 3.094 -3.172
H 2.476 1.928 -3.546
C -3.974 1.952 -3.131
N -3.996 0.524 -2.878
C -5.134 -0.263 -2.822
C -4.720 -1.532 -2.668
N -3.332 -1.540 -2.627
B -2.503 -2.836 -2.762
N -2.046 -3.483 -1.348
C -2.703 -4.507 -0.720
C -1.910 -4.981 0.278
N -0.749 -4.241 0.245
C 0.458 -4.587 0.988
C -0.882 -3.325 -0.736
S 0.247 -2.157 -1.390
C -2.897 -0.258 -2.763
S -1.291 0.320 -2.807
H -4.971 2.351 -2.959
H -3.673 2.152 -4.158
H -3.266 2.428 -2.457
H -6.124 0.149 -2.923
H -5.293 -2.442 -2.630
H -1.499 -2.633 -3.381
H -3.214 -3.678 -3.241
H -3.665 -4.846 -1.063
H -2.048 -5.791 0.974
H 0.219 -4.716 2.042
H 1.203 -3.802 0.863
H 0.876 -5.513 0.597

These are the Löwdin partial charges, in e, on atoms 1 to 6: 0.686, 0.190, -0.117, -0.116, 0.183, -0.193

***

Computed, not measured: C35H35CoN5O4SSe as an isolated structure in a non-equilibrium geometry, with ωB97M-V/def2-TZVPD.

maximum force = 0.0695 Eh/bohr
total charge = +1
gap between HOMO and LUMO (alpha / beta) = 5.566 / 5.563 eV
HOMO level (alpha / beta) = -0.3704 / -0.3703 hartree

Geometry (Å):
Co -0.716 -0.783 -0.688
O 4.638 -0.857 -0.897
C 4.262 -1.271 -2.118
C 5.257 -1.564 -3.049
C 4.928 -1.947 -4.333
C 3.595 -2.083 -4.709
C 2.598 -1.856 -3.787
C 2.915 -1.437 -2.490
C 1.831 -1.099 -1.570
O 0.677 -1.634 -1.681
N 2.074 -0.143 -0.682
N 0.997 0.257 -0.004
C 1.033 1.391 0.663
C -0.032 1.844 1.446
C -0.050 3.133 2.014
C -1.053 3.542 2.844
C -2.095 2.631 3.151
C -2.107 1.405 2.578
N -1.120 0.999 1.710
H 3.847 -0.585 -0.394
H 6.285 -1.469 -2.735
H 5.715 -2.127 -5.052
H 3.340 -2.368 -5.717
H 1.557 -1.969 -4.054
H 1.923 2.012 0.612
H 0.769 3.790 1.772
H -1.056 4.532 3.270
H -2.881 2.907 3.833
H -2.878 0.675 2.769
C 0.834 -6.093 7.014
C 0.191 -5.185 6.023
O 0.185 -3.991 6.022
S -0.583 -6.137 4.695
C -1.016 -4.840 3.574
C -0.599 -4.921 2.250
C -0.808 -3.857 1.400
C -1.425 -2.693 1.872
C -1.953 -2.676 3.172
C -1.742 -3.741 4.019
C -1.395 -1.477 1.135
C -1.205 -0.224 1.155
H 0.858 -5.619 7.992
H 1.860 -6.273 6.694
H 0.318 -7.048 7.064
H -0.077 -5.800 1.905
H -0.444 -3.895 0.384
H -2.491 -1.810 3.525
H -2.114 -3.699 5.030
C 2.604 2.563 -2.338
N 1.376 3.228 -2.005
C 0.133 2.719 -2.117
Se -0.379 1.116 -2.852
N -0.743 3.625 -1.617
C -0.062 4.733 -1.172
C -0.485 5.901 -0.560
C 0.498 6.798 -0.183
C 1.846 6.552 -0.438
C 2.272 5.397 -1.069
C 1.297 4.475 -1.419
H 2.386 1.666 -2.912
H 3.135 2.274 -1.429
H 3.240 3.222 -2.924
H -1.743 3.504 -1.638
H -1.531 6.096 -0.384
H 0.214 7.709 0.322
H 2.577 7.283 -0.132
H 3.317 5.224 -1.271
C -4.056 1.192 -2.798
C -3.622 0.656 -1.440
O -2.840 -0.531 -1.520
C -3.603 -1.719 -1.737
C -2.693 -2.789 -2.311
H -4.602 2.118 -2.652
H -4.705 0.496 -3.319
H -3.189 1.378 -3.427
H -4.496 0.475 -0.802
H -2.966 1.384 -0.947
H -4.424 -1.501 -2.428
H -4.026 -2.049 -0.775
H -2.386 -2.525 -3.320
H -3.198 -3.752 -2.322
H -1.795 -2.865 -1.691

These are the Löwdin partial charges, in e, on atoms 1 to 6: 0.429, 0.068, -0.265, -0.005, -0.062, -0.079

***

Computed, not measured: C35H35FeN6OP as an isolated structure in a non-equilibrium geometry, with ωB97M-V/def2-TZVPD.

maximum force = 0.0279 Eh/bohr
2S+1 = 6
total charge = +3
gap between HOMO and LUMO (alpha / beta) = 7.800 / 4.529 eV
HOMO level (alpha / beta) = -0.5770 / -0.5774 hartree

Geometry (Å):
Fe -1.541 0.218 -0.190
N 0.706 -3.551 -1.664
C 0.320 -2.291 -1.569
N -0.749 -1.883 -0.931
C -1.585 -2.873 -0.375
N -2.794 -2.597 -0.062
N -3.123 -1.295 -0.285
C -4.277 -1.009 -0.719
C -4.592 0.404 -0.911
C -5.873 0.817 -1.221
C -6.124 2.173 -1.378
C -5.077 3.061 -1.208
C -3.821 2.559 -0.904
N -3.564 1.256 -0.767
C -1.089 -4.239 -0.246
C -1.743 -5.222 0.499
C -1.265 -6.515 0.496
C -0.154 -6.853 -0.281
C 0.510 -5.890 -1.014
C 0.047 -4.582 -0.969
H 1.508 -3.789 -2.230
H 0.938 -1.561 -2.072
H -5.010 -1.777 -0.956
H -6.662 0.084 -1.329
H -7.118 2.526 -1.619
H -5.223 4.127 -1.306
H -2.989 3.237 -0.769
H -2.620 -4.951 1.071
H -1.758 -7.275 1.085
H 0.188 -7.878 -0.313
H 1.372 -6.146 -1.618
O -1.892 0.291 1.982
C -2.555 1.502 2.438
C -1.583 2.470 3.080
C -0.273 2.591 2.296
C -0.434 3.119 0.904
C -0.396 4.488 0.652
C -0.494 4.959 -0.645
C -0.622 4.047 -1.688
C -0.657 2.710 -1.374
N -0.572 2.236 -0.108
H -1.543 -0.172 2.753
H -3.352 1.242 3.133
H -3.010 1.927 1.547
H -1.337 2.151 4.095
H -2.087 3.436 3.164
H 0.208 1.615 2.245
H 0.392 3.255 2.849
H -0.268 5.173 1.480
H -0.458 6.022 -0.846
H -0.694 4.373 -2.716
H -0.752 1.964 -2.159
C 2.696 2.420 -1.059
P 2.288 0.795 -0.362
C 3.137 -0.403 -1.349
C 3.833 -1.468 -0.746
C 4.517 -2.365 -1.544
C 4.474 -2.245 -2.933
C 3.768 -1.200 -3.538
C 3.080 -0.298 -2.756
C 2.957 0.715 1.298
C 4.185 1.324 1.577
C 4.697 1.249 2.863
C 3.982 0.607 3.869
C 2.764 -0.001 3.590
C 2.255 0.044 2.302
H 3.764 2.459 -1.276
H 2.434 3.187 -0.331
H 2.144 2.604 -1.980
H 3.872 -1.558 0.332
H 5.095 -3.157 -1.085
H 4.996 -2.966 -3.550
H 3.762 -1.098 -4.615
H 2.520 0.503 -3.226
H 4.750 1.829 0.804
H 5.656 1.700 3.079
H 4.377 0.586 4.876
H 2.217 -0.505 4.376
H 1.316 -0.447 2.063

These are the Löwdin partial charges, in e, on atoms 1 to 6: 0.932, 0.153, -0.144, 0.068, -0.275, 0.105

***

Repeat the second record exactly.
Computed, not measured: C35H35CoN5O4SSe as an isolated structure in a non-equilibrium geometry, with ωB97M-V/def2-TZVPD.

maximum force = 0.0695 Eh/bohr
total charge = +1
gap between HOMO and LUMO (alpha / beta) = 5.566 / 5.563 eV
HOMO level (alpha / beta) = -0.3704 / -0.3703 hartree

Geometry (Å):
Co -0.716 -0.783 -0.688
O 4.638 -0.857 -0.897
C 4.262 -1.271 -2.118
C 5.257 -1.564 -3.049
C 4.928 -1.947 -4.333
C 3.595 -2.083 -4.709
C 2.598 -1.856 -3.787
C 2.915 -1.437 -2.490
C 1.831 -1.099 -1.570
O 0.677 -1.634 -1.681
N 2.074 -0.143 -0.682
N 0.997 0.257 -0.004
C 1.033 1.391 0.663
C -0.032 1.844 1.446
C -0.050 3.133 2.014
C -1.053 3.542 2.844
C -2.095 2.631 3.151
C -2.107 1.405 2.578
N -1.120 0.999 1.710
H 3.847 -0.585 -0.394
H 6.285 -1.469 -2.735
H 5.715 -2.127 -5.052
H 3.340 -2.368 -5.717
H 1.557 -1.969 -4.054
H 1.923 2.012 0.612
H 0.769 3.790 1.772
H -1.056 4.532 3.270
H -2.881 2.907 3.833
H -2.878 0.675 2.769
C 0.834 -6.093 7.014
C 0.191 -5.185 6.023
O 0.185 -3.991 6.022
S -0.583 -6.137 4.695
C -1.016 -4.840 3.574
C -0.599 -4.921 2.250
C -0.808 -3.857 1.400
C -1.425 -2.693 1.872
C -1.953 -2.676 3.172
C -1.742 -3.741 4.019
C -1.395 -1.477 1.135
C -1.205 -0.224 1.155
H 0.858 -5.619 7.992
H 1.860 -6.273 6.694
H 0.318 -7.048 7.064
H -0.077 -5.800 1.905
H -0.444 -3.895 0.384
H -2.491 -1.810 3.525
H -2.114 -3.699 5.030
C 2.604 2.563 -2.338
N 1.376 3.228 -2.005
C 0.133 2.719 -2.117
Se -0.379 1.116 -2.852
N -0.743 3.625 -1.617
C -0.062 4.733 -1.172
C -0.485 5.901 -0.560
C 0.498 6.798 -0.183
C 1.846 6.552 -0.438
C 2.272 5.397 -1.069
C 1.297 4.475 -1.419
H 2.386 1.666 -2.912
H 3.135 2.274 -1.429
H 3.240 3.222 -2.924
H -1.743 3.504 -1.638
H -1.531 6.096 -0.384
H 0.214 7.709 0.322
H 2.577 7.283 -0.132
H 3.317 5.224 -1.271
C -4.056 1.192 -2.798
C -3.622 0.656 -1.440
O -2.840 -0.531 -1.520
C -3.603 -1.719 -1.737
C -2.693 -2.789 -2.311
H -4.602 2.118 -2.652
H -4.705 0.496 -3.319
H -3.189 1.378 -3.427
H -4.496 0.475 -0.802
H -2.966 1.384 -0.947
H -4.424 -1.501 -2.428
H -4.026 -2.049 -0.775
H -2.386 -2.525 -3.320
H -3.198 -3.752 -2.322
H -1.795 -2.865 -1.691

These are the Löwdin partial charges, in e, on atoms 1 to 6: 0.429, 0.068, -0.265, -0.005, -0.062, -0.079

***

Question: What is the maximum force in the third record?
Answer: 0.0279 Eh/bohr